[1]
The ion C2H5N2 with charge +1 in a non-equilibrium geometry, computed with wB97M-V/def2-TZVPD.

Cartesian coordinates (Å):
N 0.491 0.104 -0.119
N -1.845 0.890 0.943
C 1.376 -0.699 -0.665
C -1.092 -0.008 0.555
H 1.051 -1.757 -0.990
H 0.623 1.083 -0.093
H 2.352 -0.503 -0.894
H -1.215 -1.044 0.402
H -1.740 1.933 0.861

Calculated values
Charge: +1
HOMO: -16.24 eV
Electronic energy: -5125.409 eV


[2]
The ion C2H5N2O with charge +1 in a non-equilibrium geometry, computed with wB97M-V/def2-TZVPD.

Cartesian coordinates (Å):
O 1.347 0.829 0.637
N -1.616 -0.626 -0.847
N 2.157 0.385 -0.250
C -0.715 0.215 -0.565
C 0.082 0.234 0.705
H -1.907 -1.446 -0.298
H -0.477 0.828 1.444
H 0.214 -0.804 1.048
H 3.053 0.881 -0.159
H -2.137 -0.495 -1.714

Calculated values
Charge: +1
HOMO (alpha / beta): -13.45 / -15.39 eV
Electronic energy: -7169.617 eV


[3]
A cluster of 2 separate species, C2H5N2O2 in total in a non-equilibrium geometry, computed with wB97M-V/def2-TZVPD.

Cartesian coordinates (Å):
O -1.304 -0.905 1.130
O -2.170 1.003 0.424
N 0.823 0.535 -0.484
N 2.909 -0.305 -1.283
C -2.202 -0.267 0.557
C 1.982 -0.037 -0.360
H -3.262 -0.780 0.689
H 0.575 0.838 -1.432
H 2.046 -0.458 0.550
H 3.758 -0.308 -0.791
H -0.125 0.140 -0.268

Calculated values
2S+1: 2
HOMO (alpha / beta): -8.95 / -8.88 eV
Electronic energy: -9225.583 eV


[4]
A cluster of 2 separate species, C2H5N2O3 in total in a non-equilibrium geometry, computed with wB97M-V/def2-TZVPD.

Cartesian coordinates (Å):
O -1.912 -0.305 -0.266
O -1.697 -2.502 -0.441
O -0.304 2.595 1.287
N -0.260 1.379 0.905
N -1.368 -1.323 -0.760
C -0.476 -1.067 -1.688
C 0.833 0.685 1.033
H -1.210 0.974 0.463
H 1.778 1.011 1.458
H 0.696 -0.271 0.706
H 0.275 -1.865 -2.059
H -0.445 -0.008 -1.992

Calculated values
2S+1: 3
Charge: -1
HOMO (alpha / beta): -2.11 / -3.56 eV
Electronic energy: -11270.443 eV


[5]
The molecule C2H5N3 in a non-equilibrium geometry, computed with wB97M-V/def2-TZVPD.

Cartesian coordinates (Å):
N 1.313 0.587 1.384
N 0.966 -0.203 0.069
N 1.214 1.824 1.277
C -0.885 -1.144 -1.112
C -0.258 -0.151 -0.187
H 1.568 2.374 2.112
H -1.237 -1.973 -0.453
H -0.961 0.536 0.251
H -1.664 -0.410 -1.672
H -0.054 -1.440 -1.669

Calculated values
HOMO: -9.37 eV
Electronic energy: -6621.954 eV


[6]
The molecule C2H5N3 in a non-equilibrium geometry, computed with wB97M-V/def2-TZVPD.

Cartesian coordinates (Å):
N -0.259 0.050 -0.199
N -1.097 0.885 1.955
N 0.929 -0.788 -2.060
C 0.787 -0.603 -0.780
C -0.210 0.372 1.184
H -1.873 1.237 1.405
H 0.788 0.134 1.673
H -1.147 0.202 -0.642
H 0.144 -0.309 -2.599
H 1.612 -0.912 -0.133

Calculated values
HOMO: -9.57 eV
Electronic energy: -6624.520 eV


[7]
The molecule C2H5N3 in a non-equilibrium geometry, computed with wB97M-V/def2-TZVPD.

Cartesian coordinates (Å):
N 0.260 -0.170 0.433
N 0.435 0.967 -0.447
N -1.763 -1.131 -0.270
C -0.490 -1.342 0.051
C 1.328 1.783 0.005
H 1.142 2.819 -0.526
H -1.988 -2.269 -0.279
H -0.042 -2.290 0.535
H 1.213 -0.321 0.920
H 2.126 1.749 1.003

Calculated values
HOMO: -9.06 eV
Electronic energy: -6621.421 eV


[8]
The molecule C2H5N3 in a non-equilibrium geometry, computed with wB97M-V/def2-TZVPD.

Cartesian coordinates (Å):
N 0.282 1.599 -0.140
N -0.928 1.335 -0.096
N -1.465 0.293 0.090
C -0.502 -0.990 0.153
C 0.873 -0.645 0.053
H 1.390 -0.657 -0.889
H -0.906 -1.559 -0.682
H 1.459 -0.443 0.933
H 0.600 2.470 -0.535
H -0.803 -1.403 1.114

Calculated values
2S+1: 3
HOMO (alpha / beta): -6.69 / -9.15 eV
Electronic energy: -6619.017 eV


[9]
The molecule C2H5N3O in a non-equilibrium geometry, computed with wB97M-V/def2-TZVPD.

Cartesian coordinates (Å):
O 0.251 0.743 1.919
N 0.088 -0.221 -0.269
N -1.656 1.448 0.834
N 1.506 -0.867 0.411
C -0.121 -0.280 -1.510
C -0.568 0.878 1.024
H 1.299 -1.868 0.413
H -0.727 0.469 -2.006
H 1.713 -0.589 1.365
H -2.105 1.354 -0.062
H 0.320 -1.068 -2.119

Calculated values
HOMO: -9.25 eV
Electronic energy: -8669.135 eV


[10]
The molecule C2H5N3O in a non-equilibrium geometry, computed with wB97M-V/def2-TZVPD.

Cartesian coordinates (Å):
O 0.701 0.841 -0.025
N -1.269 -0.411 -0.316
N -2.555 -0.426 0.183
N 1.478 -0.396 -0.365
C -0.608 0.670 -0.071
C 2.576 -0.393 0.276
H -3.136 0.460 0.093
H -1.115 1.585 0.316
H 2.755 0.343 0.934
H -2.727 -0.984 0.958
H 3.231 -1.168 0.162

Calculated values
HOMO: -8.08 eV
Electronic energy: -8668.343 eV


[11]
The molecule C2H5N3O in a non-equilibrium geometry, computed with wB97M-V/def2-TZVPD.

Cartesian coordinates (Å):
O -0.456 1.049 0.130
N 1.866 0.365 -0.005
N -0.928 -0.269 -0.053
N 1.732 -0.947 0.137
C 0.900 1.205 -0.060
C -2.203 -0.277 0.012
H -2.676 -1.216 -0.252
H 0.805 -1.293 -0.124
H 1.160 2.267 -0.167
H 2.585 -1.445 -0.025
H -2.786 0.562 0.407

Calculated values
HOMO: -8.05 eV
Electronic energy: -8669.330 eV


[12]
The molecule C2H5N3O in a non-equilibrium geometry, computed with wB97M-V/def2-TZVPD.

Cartesian coordinates (Å):
O -2.639 -0.189 0.268
N 1.685 -0.834 -0.882
N 1.541 1.113 0.341
N -1.107 -0.460 0.882
C -0.500 -0.051 -0.125
C 0.980 0.028 -0.272
H -3.127 -1.022 0.381
H -1.558 0.266 -0.714
H 2.548 1.143 0.349
H 1.052 1.564 1.095
H 1.125 -1.557 -1.323

Calculated values
HOMO: -9.75 eV
Electronic energy: -8669.064 eV


[13]
The molecule C2H5N3O in a non-equilibrium geometry, computed with wB97M-V/def2-TZVPD.

Cartesian coordinates (Å):
O -0.308 -0.870 -0.536
N -0.888 0.053 0.498
N 0.097 0.727 1.042
N -2.004 0.871 -0.064
C 1.227 0.272 0.701
C 1.079 -0.829 -0.335
H -2.717 0.202 -0.328
H 2.151 0.600 1.126
H 1.431 -1.794 0.056
H -1.676 1.368 -0.893
H 1.611 -0.601 -1.268

Calculated values
HOMO: -8.66 eV
Electronic energy: -8669.100 eV


[14]
The molecule C2H5N3O2 in a non-equilibrium geometry, computed with wB97M-V/def2-TZVPD.

Cartesian coordinates (Å):
O 2.259 0.985 -0.476
O 1.187 -0.938 0.424
N -1.398 -1.094 -0.792
N -1.855 0.933 0.165
N 0.026 -0.368 0.912
C 2.304 -0.141 -0.111
C -1.016 -0.095 -0.085
H -1.332 1.892 0.122
H -0.595 -1.822 -0.483
H 3.028 -0.967 -0.453
H 0.173 0.667 1.116
H -2.781 0.947 -0.339

Calculated values
HOMO: -9.46 eV
Electronic energy: -10717.222 eV


[15]
The molecule C2H5N3O2 in a non-equilibrium geometry, computed with wB97M-V/def2-TZVPD.

Cartesian coordinates (Å):
O -0.427 0.388 1.615
O 1.246 -1.025 2.065
N -0.231 0.693 -1.810
N -0.248 -0.667 -2.270
N -0.359 -0.218 0.348
C 0.675 0.016 2.392
C -0.333 0.819 -0.564
H -0.350 -0.453 -3.393
H -0.368 1.850 -0.191
H 0.927 0.786 3.160
H 0.180 -0.967 0.214
H -0.712 -1.222 -1.566

Calculated values
HOMO: -8.42 eV
Electronic energy: -10716.110 eV


[16]
The molecule C2H5N3O2S in a non-equilibrium geometry, computed with wB97M-V/def2-TZVPD.

Cartesian coordinates (Å):
S 0.107 -1.037 0.302
O -0.854 1.526 0.773
O 1.520 1.056 -0.544
N 2.686 -0.709 0.177
N -1.538 0.933 -0.426
N -2.387 -1.468 -0.159
C 1.442 -0.134 -0.135
C -1.460 -0.476 -0.183
H -3.320 -0.986 -0.160
H -0.023 1.853 0.539
H 2.931 -1.675 -0.147
H 3.470 -0.019 0.023
H -2.573 1.137 -0.060

Calculated values
HOMO: -9.77 eV
Electronic energy: -21552.585 eV


[17]
A cluster of 2 separate species, C2H5N3O3 in total in a non-equilibrium geometry, computed with wB97M-V/def2-TZVPD.

Cartesian coordinates (Å):
O 0.241 0.242 0.365
O 0.062 2.399 -0.735
O 2.009 -1.278 1.402
N -1.355 -0.863 -1.049
N -0.388 -0.790 1.243
N -0.566 1.372 -1.553
C -0.730 0.182 -0.790
C 0.808 -1.483 1.522
H -2.389 -0.839 -1.787
H 0.568 -2.556 1.837
H -1.258 1.576 -2.398
H 1.194 2.277 -1.001
H -0.912 -1.591 0.212

Calculated values
HOMO: -9.32 eV
Electronic energy: -12759.970 eV


[18]
The molecule C2H5N3O3 in a non-equilibrium geometry, computed with wB97M-V/def2-TZVPD.

Cartesian coordinates (Å):
O -1.426 -1.078 -0.419
O 1.737 1.136 1.097
O -2.088 0.979 0.318
N -0.433 -0.465 -1.262
N 0.550 0.559 0.632
N 1.870 -0.623 -1.010
C 0.760 -0.202 -0.556
C -2.179 -0.209 0.292
H 1.806 0.900 2.081
H -2.898 -0.887 0.839
H -0.108 1.298 0.390
H -0.206 -1.141 -1.949
H 2.616 -0.267 -0.453

Calculated values
HOMO: -9.82 eV
Electronic energy: -12764.569 eV


[19]
A cluster of 2 separate species, C2H5N3O3 in total in a non-equilibrium geometry, computed with wB97M-V/def2-TZVPD.

Cartesian coordinates (Å):
O -0.334 2.406 -0.201
O -0.261 -0.375 0.368
O 2.747 -0.806 -0.728
N -1.415 -0.044 -0.292
N 2.109 -0.218 0.530
N 0.921 1.788 -0.071
C 0.866 0.489 0.031
C -2.403 -0.910 -0.125
H 2.868 0.527 1.156
H 1.679 -1.975 -0.456
H -3.444 -0.721 -0.491
H -2.381 -1.704 0.629
H -0.952 1.544 -0.348

Calculated values
HOMO: -9.46 eV
Electronic energy: -12756.648 eV


[20]
The molecule C2H5N3OS in a non-equilibrium geometry, computed with wB97M-V/def2-TZVPD.

Cartesian coordinates (Å):
S 0.563 -1.125 -0.158
O -2.972 0.343 0.194
N -0.892 -0.269 -0.507
N 0.669 1.483 -0.244
N 2.678 0.280 0.370
C 1.427 0.381 0.098
C -1.907 -0.035 0.537
H 0.863 2.491 -0.168
H -0.395 1.576 -0.936
H -1.379 -0.410 1.576
H 2.689 -0.634 0.872
H -1.318 -0.298 -1.508

Calculated values
HOMO: -9.18 eV
Electronic energy: -19505.131 eV


For the records above, the corresponding energy relative to the best compared isomer or geometry (same formula, charge and spin) values read 37.8; 147.9; 47.1; 91.0; 68.8; 9.6; 81.1; 26.3; 104.0; 122.2; 99.5; 105.6; 104.8; 105.8; 131.5; 76.8; 176.0; 69.9; 252.6; 88.1 kcal/mol.